No. 1
Computed, not measured: a single C5H8O molecule, with ωB97M-V with the def2-TZVPD basis set.

Summary:
- E_LUMO: 1.1 eV
- E_tot: -7361.0807 eV
- Structure (SMILES): C[C@@H]1C=CCO1
- Largest force on an atom: 0.95 eV Å⁻¹

Last column: Mulliken charge in e.
Atoms and positions in Å:
C: -1.5979 -0.4690 -0.9539  -1.2571
C: -0.1123 -0.1491 -0.7631  0.4194
O: 0.1154 1.2213 -0.3960  -0.3979
C: 1.0121 1.2876 0.7419  -0.3865
C: 1.0910 -0.1306 1.2278  -0.3347
C: 0.4836 -0.9285 0.3650  -0.4835
H: -2.0215 -0.0255 -1.8608  0.3106
H: -1.7360 -1.5571 -1.0215  0.3552
H: -2.1650 -0.1104 -0.0900  0.3177
H: 0.4338 -0.4156 -1.6867  0.1912
H: 1.9432 1.7141 0.3531  0.2153
H: 0.7236 1.9522 1.5810  0.2571
H: 1.4779 -0.4403 2.1912  0.3973
H: 0.3903 -2.0043 0.4186  0.3959


No. 2
Computed, not measured: a molecular structure, C33H46EuNP3, with ωB97M-V with the def2-TZVPD basis set.

Summary:
- ⟨S²⟩: 15.76
- E_LUMO (spin up / spin down): 0.4 / 0.4 eV
- E_tot: -83648.4747 eV
- Largest force on an atom: 2.96 eV Å⁻¹
- Multiplicity: 8

Last column: Mulliken charge in e.
Atoms and positions in Å:
P: -3.1794 -0.4586 0.3534  1.3082
P: -1.1979 -2.0731 -1.7442  1.5725
C: -3.8236 -1.7990 -0.8159  -1.0049
C: -2.7541 -2.8715 -1.0518  -1.5491
H: -4.1014 -1.3120 -1.7667  0.3150
H: -4.7297 -2.2144 -0.3540  0.4959
H: -2.5089 -3.3906 -0.1012  0.4220
H: -3.0539 -3.6279 -1.7903  0.5879
C: -1.8236 -1.4939 -3.3583  -1.5797
H: -0.9566 -1.3541 -4.0153  0.5092
H: -2.3637 -0.5384 -3.3011  0.0461
H: -2.4853 -2.2548 -3.7873  0.4603
C: -0.2011 -3.5065 -2.3294  -1.1912
H: -0.0096 -3.3697 -3.4116  0.4268
H: -0.7265 -4.4640 -2.1558  0.3583
H: 0.7727 -3.5277 -1.8124  0.1010
C: -4.4046 0.7878 -0.1870  -1.4916
H: -4.4392 1.6125 0.5330  0.4644
H: -5.3868 0.2904 -0.2194  0.5833
H: -4.1564 1.1931 -1.1755  0.1205
C: -4.0570 -0.8509 1.9375  -1.6045
H: -3.8753 -1.8885 2.2414  0.3749
H: -5.1332 -0.6620 1.8192  0.4804
H: -3.6595 -0.1917 2.7200  0.3289
Eu: -0.7843 -1.4756 0.8381  0.2528
C: -1.5862 2.1690 -2.5836  0.2392
C: -2.7469 2.6139 -3.0777  -0.8967
C: -3.4047 3.9264 -2.8604  -0.5763
C: -2.7316 4.8050 -1.8025  -0.9573
C: -3.0672 4.2975 -0.4379  -0.4480
C: -2.3794 3.4130 0.3000  -0.9838
C: -1.0706 2.7871 -0.0523  0.9864
C: -0.6564 2.7402 -1.5559  -0.2405
C: -1.2340 -1.3304 3.2816  -1.3125
H: -1.1614 1.2896 -3.1032  0.4054
H: -3.3155 1.9718 -3.7679  0.3418
H: -4.4534 3.7796 -2.5523  0.3151
H: -3.4770 4.4452 -3.8238  0.4514
H: -1.6660 4.8869 -1.9992  0.3292
H: -3.1317 5.8199 -1.9038  0.4342
H: -4.0055 4.7218 -0.0556  0.3474
H: -2.7086 3.2845 1.3354  0.4638
H: -0.9138 1.7791 0.3735  -0.5043
H: -0.3286 3.4420 0.4370  0.3264
H: -0.3003 3.7444 -1.8341  0.6328
H: 0.2259 2.0721 -1.5973  -0.7205
H: -0.8849 -2.3404 3.5699  0.1414
H: -2.1797 -1.0639 3.7646  0.4881
H: -0.4488 -0.5736 3.4568  0.1715
N: 0.8027 -0.0393 0.3058  0.2149
P: 2.2565 -0.4543 0.7493  0.8577
C: 2.4278 -2.1997 1.2138  -0.1411
C: 2.0798 -2.6305 2.5090  -0.2026
C: 1.8633 -3.9897 2.7555  -0.6789
C: 1.9624 -4.9140 1.7135  -0.5694
C: 2.3959 -4.5051 0.4464  -0.3881
C: 2.6411 -3.1542 0.1935  -0.7997
C: 3.6034 -0.1888 -0.4265  0.4057
C: 4.9232 -0.5160 -0.0849  -0.1702
C: 5.9762 -0.0815 -0.8948  -0.7625
C: 5.6986 0.6206 -2.0740  -0.4575
C: 4.3753 0.8837 -2.4504  -0.5598
C: 3.3207 0.4609 -1.6334  -0.3694
C: 2.7968 0.4875 2.1927  0.4254
C: 2.1587 1.7174 2.3987  -0.6414
C: 2.6042 2.5647 3.4151  -0.4956
C: 3.6810 2.1745 4.2225  -0.4913
C: 4.3178 0.9453 4.0099  -0.8486
C: 3.8625 0.0826 3.0062  -0.0416
H: 1.9703 -1.8987 3.3136  0.3977
H: 1.6102 -4.3154 3.7643  0.4309
H: 1.7062 -5.9581 1.8817  0.3877
H: 2.5422 -5.2338 -0.3541  0.4304
H: 3.0050 -2.8263 -0.7862  0.4637
H: 5.1415 -1.1018 0.8104  0.2206
H: 7.0082 -0.2895 -0.6031  0.3851
H: 6.5199 0.9570 -2.7082  0.3677
H: 4.1609 1.4158 -3.3791  0.4146
H: 2.2746 0.6251 -1.8973  0.1526
H: 1.3200 1.9831 1.7513  0.3407
H: 2.1133 3.5289 3.5616  0.4217
H: 4.0243 2.8395 5.0156  0.3768
H: 5.1745 0.6574 4.6218  0.3809
H: 4.3465 -0.8869 2.8631  0.3214


No. 3
Computed, not measured: a molecular structure, C14H11N5O4, with ωB97M-V with the def2-TZVPD basis set.

Summary:
- E_LUMO: -2.9 eV
- E_tot: -30325.3936 eV
- Largest force on an atom: 8.87 eV Å⁻¹

Last column: Mulliken charge in e.
Atoms and positions in Å:
N: -3.8911 -1.8043 2.9353  -0.4937
C: -2.8440 -1.3067 2.7624  -0.2143
C: -1.5591 -0.7039 2.5707  -0.1088
C: -0.4495 -1.5287 1.9794  0.6704
C: 0.8628 -0.9449 2.3262  -0.0629
N: 2.0507 -1.6124 2.4856  0.7594
O: 2.4274 -2.7645 2.3754  -0.6847
O: 2.9754 -0.5804 2.9380  -0.1708
N: 2.3722 0.6380 3.0125  -0.4351
C: 1.0632 0.3885 2.6589  1.0517
C: -0.0791 1.2544 2.8055  -0.6637
N: 0.0037 2.6876 2.9118  0.9128
O: 1.0825 3.2895 2.7432  -0.5463
O: -1.0706 3.2928 3.1585  -0.5923
C: -1.3567 0.6414 2.8759  -0.0107
H: -0.5038 -2.5747 2.3253  0.6608
H: -2.2091 1.2618 3.1615  0.5596
C: -0.7402 -1.9059 -5.3478  -0.4404
C: -1.9414 -1.6204 -4.6830  -0.5088
C: -1.9305 -1.3123 -3.3191  -0.3912
C: -0.7204 -1.2821 -2.6157  0.3407
C: -0.7024 -0.8698 -1.1577  -0.6374
N: -0.7980 -1.9440 -0.1560  -0.6663
C: 0.4784 -1.5863 -3.2729  -0.3288
C: 0.4686 -1.8949 -4.6381  -0.5024
H: -0.7466 -2.1328 -6.4154  0.3633
H: -2.8878 -1.6294 -5.2262  0.3622
H: -2.8559 -1.0833 -2.7843  0.3517
H: 0.2227 -0.2918 -0.9879  0.3565
H: -1.5702 -0.2220 -0.9796  0.3574
H: -0.0592 -2.6171 -0.3786  0.3391
H: -0.5241 -1.4893 0.7527  -0.3388
H: 1.4155 -1.5639 -2.7094  0.3555
H: 1.4076 -2.1182 -5.1477  0.3564


No. 4
Computed, not measured: a single C8H17N3O3Si molecule, with ωB97M-V with the def2-TZVPD basis set.

Summary:
- E_LUMO: 0.7 eV
- E_tot: -27062.3490 eV
- Structure (SMILES): CC[C@@H](n1cncn1)[Si](OC)(OC)OC
- Largest force on an atom: 4.54 eV Å⁻¹

Last column: Mulliken charge in e.
Atoms and positions in Å:
C: -1.6765 -2.5686 1.7019  -0.1036
C: -2.6207 -0.8219 1.1423  0.1729
C: -1.8519 -0.6523 -2.6027  -1.1508
C: 1.8901 -1.1855 1.8507  -0.5753
C: 2.6252 1.5437 -1.2639  -0.7777
C: -0.6787 2.6206 2.1628  -0.5560
C: -0.4969 -0.5582 -1.8139  -0.3496
C: -0.8556 0.0311 -0.4266  -0.3158
N: -2.7790 -1.8999 1.8852  -0.7175
N: -0.8556 -2.0373 0.8711  -0.9367
N: -1.4337 -0.9099 0.4849  1.0326
O: 1.0478 0.0156 1.9149  -0.3062
O: 2.2217 1.0706 -0.0338  -0.2656
O: 0.4046 2.4307 1.2598  -0.3847
Si: 0.8038 0.9959 0.6718  0.5851
H: -1.3559 -3.6361 2.0316  0.3037
H: -3.3203 0.0761 0.9303  0.3121
H: -2.6367 -1.2616 -2.0155  0.2365
H: -2.3250 0.3699 -2.5921  0.3059
H: -1.7191 -1.0809 -3.5972  0.3821
H: 2.1834 -1.3693 2.8812  0.2551
H: 2.7365 -1.2316 1.1526  0.2296
H: 1.1351 -1.8656 1.6191  0.3084
H: 2.3227 2.4729 -1.6573  0.3350
H: 2.3863 0.7731 -1.9821  0.3001
H: 3.7270 1.8657 -1.2946  0.2591
H: -1.4155 1.7767 2.1306  0.2479
H: -1.1689 3.5881 1.8549  0.2219
H: -0.1620 2.9902 3.0872  0.2252
H: 0.1389 0.1409 -2.4039  0.2570
H: -0.0509 -1.6029 -1.6046  0.3028
H: -1.4827 0.9805 -0.6634  0.1663